A structure of composition C29H16F9KNO4PS3, computed with ωB97M-V/def2-TZVPD.

## Properties
Kohn-Sham gap in eV: 4.688
E in Eh: -4505.21879
E_HOMO in Eh: -0.0347
Molecular weight in g mol⁻¹: 779.71
Charge: -2

Structure (XYZ):
```
64
Properties=species:S:1:pos:R:3:lowdin_charge:R:1
K 0.138 -0.559 0.784 0.605
S 3.520 3.188 2.260 0.269
C 2.384 1.984 1.886 -1.864
S 1.096 1.586 2.953 0.258
S 2.412 1.250 0.280 0.248
O 0.184 -2.940 1.621 -0.059
C -0.540 -3.897 1.431 -0.225
C -1.645 -3.993 0.488 -0.117
C -2.348 -5.190 0.480 0.026
C -3.415 -5.376 -0.376 -0.189
C -3.814 -4.345 -1.250 -0.021
C -3.144 -3.164 -1.266 -0.003
C -2.003 -2.905 -0.410 -0.382
O -1.375 -1.831 -0.449 -0.166
N -4.118 -6.627 -0.380 -0.379
O -5.068 -6.761 -1.149 0.015
O -3.755 -7.513 0.389 0.017
H -0.375 -4.828 2.017 0.120
H -2.062 -5.990 1.151 0.117
H -4.659 -4.518 -1.903 0.108
H -3.435 -2.366 -1.936 0.107
F 4.761 6.242 -4.842 0.119
C 4.747 4.896 -4.783 -0.577
F 4.642 4.465 -6.062 0.120
F 5.973 4.515 -4.369 0.128
C 3.652 4.358 -3.913 -0.135
C 2.630 5.182 -3.463 -0.011
C 1.597 4.640 -2.717 -0.067
C 1.568 3.283 -2.420 -0.373
C 2.628 2.481 -2.827 -0.106
C 3.660 3.008 -3.583 -0.006
P 0.145 2.450 -1.610 1.065
C -1.131 3.157 -2.794 -0.338
C -1.850 4.340 -2.623 -0.077
C -2.779 4.752 -3.560 -0.015
C -3.003 3.988 -4.700 -0.143
C -2.293 2.812 -4.895 -0.019
C -1.375 2.406 -3.940 -0.085
C -4.051 4.434 -5.671 -0.579
F -3.890 5.722 -6.049 0.121
F -4.069 3.704 -6.801 0.121
F -5.297 4.358 -5.150 0.125
C -0.184 3.513 -0.164 -0.400
C -1.470 3.495 0.382 -0.108
C -1.771 4.259 1.489 -0.025
C -0.773 5.022 2.090 -0.132
C 0.521 4.991 1.600 -0.018
C 0.806 4.254 0.459 -0.123
C -1.123 5.830 3.302 -0.572
F -0.119 6.614 3.727 0.128
F -2.173 6.666 3.063 0.100
F -1.501 5.075 4.351 0.134
H 2.639 6.238 -3.693 0.112
H 0.802 5.287 -2.368 0.107
H 2.656 1.444 -2.520 0.073
H 4.481 2.377 -3.897 0.121
H -1.691 4.943 -1.739 0.102
H -3.335 5.668 -3.406 0.120
H -2.464 2.213 -5.778 0.113
H -0.842 1.474 -4.083 0.102
H -2.243 2.882 -0.066 0.111
H -2.771 4.247 1.903 0.118
H 1.324 5.497 2.116 0.108
H 1.832 4.190 0.119 0.077
```



A structure of composition C29H17BrClF5IrN2O6, computed with ωB97M-V/def2-TZVPD.

## Properties
Kohn-Sham gap (alpha / beta) in eV: 5.134 / 5.134
E in Eh: -5313.91799
E_HOMO (alpha / beta) in Eh: -0.1612 / -0.1612
Molecular weight in g mol⁻¹: 892.03
Charge: -1

Structure (XYZ):
```
62
Properties=species:S:1:pos:R:3:lowdin_charge:R:1
Ir -0.413 -0.260 -0.209 1.140
Br 3.929 -4.232 4.298 0.672
C 2.550 -3.332 3.344 -0.701
C 1.206 -3.551 3.704 -0.129
C 0.212 -2.916 3.022 -0.001
C 0.481 -2.017 1.947 -0.336
O -0.528 -1.490 1.358 -0.208
C 1.850 -1.797 1.608 -0.127
C 2.303 -0.962 0.548 -0.075
N 1.566 -0.183 -0.188 -0.079
C 2.135 0.552 -1.257 -0.195
C 3.460 0.832 -1.447 0.000
C 3.876 1.544 -2.592 -0.066
C 2.977 1.973 -3.525 -0.034
C 1.597 1.723 -3.341 -0.150
C 0.594 2.120 -4.256 -0.013
C -0.707 1.819 -3.989 -0.043
C -1.032 1.139 -2.798 -0.099
N -0.126 0.769 -1.923 -0.072
C 1.191 1.032 -2.194 -0.172
C 2.859 -2.491 2.321 -0.091
H 0.969 -4.229 4.513 0.095
H -0.828 -3.079 3.271 0.114
H 3.365 -1.009 0.332 0.120
H 4.204 0.500 -0.737 0.110
H 4.932 1.736 -2.730 0.102
H 3.304 2.503 -4.411 0.108
H 0.875 2.646 -5.160 0.113
H -1.503 2.090 -4.669 0.102
H -2.054 0.878 -2.562 0.107
H 3.893 -2.345 2.033 0.107
F -7.126 -0.097 2.108 0.121
C -5.892 -0.280 1.628 -0.132
C -4.819 0.259 2.193 -0.127
F -4.937 1.009 3.295 0.127
C -3.415 0.027 1.721 -0.299
F -2.864 -0.886 2.645 0.047
C -3.375 -0.626 0.329 -0.211
O -2.393 -0.603 -0.443 -0.098
C -4.579 -1.246 -0.172 -0.138
F -4.496 -1.951 -1.299 0.135
C -5.767 -1.089 0.436 -0.120
F -6.877 -1.656 -0.034 0.131
C -2.593 1.307 1.838 -0.072
C -3.169 2.528 1.174 -0.195
C -3.074 3.758 1.822 -0.036
C -3.543 4.921 1.232 -0.088
C -4.129 4.877 -0.025 -0.101
C -4.234 3.660 -0.681 -0.079
C -3.755 2.499 -0.090 -0.024
H -2.476 1.489 2.906 0.131
H -1.590 1.094 1.429 0.075
H -2.625 3.798 2.807 0.114
H -3.455 5.863 1.759 0.099
H -4.499 5.782 -0.489 0.096
H -4.689 3.610 -1.663 0.101
H -3.841 1.566 -0.633 0.103
O 0.886 -1.740 -3.065 -0.379
Cl 1.527 -2.888 -2.449 0.639
O 2.905 -2.542 -2.139 -0.381
O 1.492 -4.001 -3.362 -0.365
O 0.839 -3.224 -1.227 -0.372
```



Quick rundown of energy relative to the best compared isomer or geometry (same formula, charge and spin), same order as above: 5.0; 0.0 kcal per mole